The following is a quantum chemistry calculation of C3H8AlO3 as an isolated structure in a non-equilibrium geometry, from the Open Molecules 2025 dataset.

```
15
Properties=species:S:1:pos:R:3:lowdin_charge:R:1
Al 0.216 -0.461 2.656 0.83
O 0.313 1.192 2.365 -0.03
O -0.676 -0.736 1.258 -0.06
O -0.268 -0.749 -1.788 -0.13
C -1.891 -0.294 1.417 0.26
C 0.980 -0.542 -2.416 -0.14
C 0.634 1.394 1.087 0.26
H -2.566 -0.905 2.040 0.17
H 1.029 0.447 -2.900 0.10
H 1.092 -1.314 -3.189 0.10
H 1.676 1.143 0.827 0.16
H 1.815 -0.630 -1.705 0.08
H 0.177 2.260 0.584 0.17
H -0.146 -1.128 -0.886 0.05
H -2.386 0.321 0.650 0.17
```

Results
Electronic energy in eV: -15956.0282
Frontier orbital gap (spin up / spin down) in eV: 4.65 / 4.67
HOMO level (spin up / spin down) in eV: -17.1 / -17.1
Multiplicity: 2
Max |F| in hartree/bohr: 0.11618
Net charge: +2
Energy above the lowest of the compared OMol25 structures with the same formula, charge and spin in kJ/mol: 0.00

The following is a quantum chemistry calculation of a 2-piece molecular cluster, C2H3ClS overall in a non-equilibrium geometry, from the Open Molecules 2025 dataset.

```
7
Properties=species:S:1:pos:R:3:lowdin_charge:R:1
Cl -4.225 0.259 -0.018 0.26
S 0.487 2.164 -0.050 0.80
C -0.142 0.761 0.555 -0.42
C 1.112 0.425 -0.073 -0.44
H 2.047 0.260 0.453 0.07
H 1.205 0.010 -0.987 0.01
H -2.940 0.265 -0.225 -0.27
```

Results
Electronic energy in eV: -25475.0912
Frontier orbital gap (spin up / spin down) in eV: 8.35 / 8.23
HOMO level (spin up / spin down) in eV: -7.7 / -10.3
Multiplicity: 3
Max |F| in hartree/bohr: 0.06824
Net charge: 0
Energy above the lowest of the compared OMol25 structures with the same formula, charge and spin in kJ/mol: 99.78

The following is a quantum chemistry calculation of C11H21F6I2O2P2Ru as an isolated structure in a non-equilibrium geometry, from the Open Molecules 2025 dataset.

```
45
Properties=species:S:1:pos:R:3:lowdin_charge:R:1
I -0.967 -0.702 -3.773 0.68
I 2.814 0.054 -1.757 0.91
Ru 0.086 -0.197 -1.463 0.25
P 0.175 2.073 -1.544 0.59
P 0.688 -2.332 -0.953 0.58
F 1.544 -0.137 3.280 0.17
F -2.125 -0.887 3.878 0.17
F -2.194 -1.632 1.825 0.12
F -0.466 -2.100 3.089 0.16
F 0.941 1.919 2.855 0.13
F 0.002 0.838 4.516 0.16
O -0.077 0.013 1.044 0.00
O -2.759 -0.270 -0.494 0.14
C -1.357 -1.121 2.778 -0.46
C -0.737 -3.345 -0.507 -0.21
C 1.735 -2.293 0.517 -0.25
C -1.431 2.855 -1.239 -0.22
C 1.593 -3.245 -2.224 -0.27
C -1.732 1.318 2.230 0.06
C -1.650 -0.260 -0.854 -0.46
C -0.677 0.218 2.219 -0.39
C 0.773 2.769 -3.108 -0.25
C 1.285 2.662 -0.241 -0.28
C 0.476 0.688 3.239 -0.47
H -1.472 -3.277 -1.320 0.06
H -2.155 2.495 -1.982 0.07
H 1.750 2.344 -3.373 0.02
H -1.288 2.246 1.849 0.10
H 2.458 -2.661 -2.570 -0.01
H -2.093 1.486 3.247 0.13
H -0.411 -4.388 -0.374 0.08
H -1.165 -2.950 0.426 0.04
H 1.107 -2.109 1.396 0.03
H 0.922 -3.436 -3.068 0.05
H 1.142 3.740 -0.095 0.08
H -1.324 3.945 -1.327 0.08
H 2.273 -3.241 0.621 0.08
H 2.326 2.435 -0.512 -0.02
H 1.929 -4.201 -1.800 0.08
H -2.569 1.034 1.581 0.10
H 1.053 2.127 0.688 0.02
H 0.054 2.542 -3.904 0.05
H -1.789 2.595 -0.233 0.03
H 2.460 -1.469 0.435 -0.02
H 0.854 3.859 -2.998 0.08
```

Results
Electronic energy in eV: -69491.1457
Frontier orbital gap (spin up / spin down) in eV: 8.29 / 5.37
HOMO level (spin up / spin down) in eV: -15.1 / -16.5
Multiplicity: 6
Max |F| in hartree/bohr: 0.12378
Net charge: +2

The following is a quantum chemistry calculation of a 2-piece molecular cluster, C6H5BrIO8PS overall in a non-equilibrium geometry, from the Open Molecules 2025 dataset.

```
23
Properties=species:S:1:pos:R:3:lowdin_charge:R:1
I 0.760 0.070 -0.117 0.59
Br 4.836 -3.676 -0.744 0.76
S -2.682 1.320 0.779 0.55
P 1.833 -1.797 -1.325 0.52
O 5.437 0.420 -1.549 0.13
O 1.029 -1.789 -2.774 -0.39
O 6.302 -0.612 0.216 0.20
O -3.192 0.099 1.699 -0.19
O -1.574 1.937 1.422 -0.28
O -3.967 2.275 0.963 -0.18
O 3.738 0.702 -2.920 0.18
O -2.633 0.878 -0.567 -0.25
C -4.299 0.537 2.491 -0.17
C 5.748 -0.701 -0.812 -0.45
C -5.012 1.559 1.628 -0.17
C 4.108 0.242 -1.899 -0.44
C 4.703 -1.794 -1.081 -0.57
C 3.565 -1.123 -1.396 -0.41
H -4.938 -0.303 2.755 0.14
H -3.905 0.993 3.402 0.13
H -5.630 1.075 0.869 0.13
H 1.399 -2.553 -3.253 0.05
H -5.625 2.240 2.214 0.14
```

Results
Electronic energy in eV: -120948.0552
Frontier orbital gap in eV: 7.99
HOMO level in eV: -9.0
Max |F| in hartree/bohr: 0.06511
Net charge: 0
SMILES: O=C1OC(=O)C(P(O)I)=C1Br.O=S1(=O)OCCO1

The following is a quantum chemistry calculation of C13H25AuO as an isolated structure in a non-equilibrium geometry, from the Open Molecules 2025 dataset.

```
40
Properties=species:S:1:pos:R:3:lowdin_charge:R:1
Au -0.095 0.818 -0.515 1.03
O -2.492 -1.426 0.787 -0.09
C 0.823 0.318 2.180 -0.13
C -0.040 2.751 1.987 -0.01
C -0.143 -0.364 -2.535 -0.17
C 2.516 0.355 0.607 -0.13
C 0.028 -0.064 3.364 0.03
C 3.726 -0.034 -0.180 0.01
C 2.202 -1.827 2.001 0.04
C 0.662 1.563 1.432 -0.28
C 2.341 2.860 -0.160 0.00
C 1.810 1.618 0.483 -0.24
C 0.700 -1.678 -2.355 -0.30
C 1.610 -1.954 -3.565 -0.10
C 1.850 -0.444 1.589 -0.12
H 0.544 0.116 4.312 0.13
H 3.841 -1.132 -0.246 0.10
H 1.004 -1.786 -4.466 0.09
H 2.532 -1.352 -3.568 0.08
H 4.671 0.379 0.244 0.13
H -0.023 -2.517 -2.334 0.12
H 1.327 -1.702 -1.444 0.08
H 2.689 2.679 -1.181 0.10
H 2.703 -2.346 1.190 0.09
H -0.960 -0.150 -1.758 0.03
H -3.336 -1.304 1.297 0.08
H 0.344 0.470 -3.085 0.10
H -0.902 0.507 3.402 0.10
H 1.305 -2.407 2.246 0.11
H -0.194 3.497 1.210 0.09
H -1.025 2.491 2.386 0.10
H 2.862 -1.879 2.873 0.13
H 0.532 3.214 2.798 0.13
H 1.561 3.618 -0.293 0.09
H 3.694 0.314 -1.230 0.10
H 1.977 -2.997 -3.568 0.09
H -2.630 -2.289 0.394 0.04
H -0.248 -1.120 3.322 0.10
H 3.185 3.296 0.409 0.13
H -0.870 -0.708 -3.296 0.12
```

Results
Electronic energy in eV: -19607.1517
Frontier orbital gap (spin up / spin down) in eV: 8.88 / 7.00
HOMO level (spin up / spin down) in eV: -16.3 / -17.6
Multiplicity: 3
Max |F| in hartree/bohr: 0.04458
Net charge: +2